No. 1
C48H32O16 | the ωB97M-V functional and the def2-TZVPD basis

Summary:
F_max	12.13	eV/A
HOMO level	-9.7727	eV
energy above the lowest of the compared OMol25 structures with the same formula, charge and spin	419.5	kcal/mol
HOMO-LUMO gap	6.91	eV
E_tot	-83025.4260	eV
LUMO level	-0.10530	Eh

Last column: Löwdin charge in e.
Geometry (Å):
O: -1.78 -6.40 2.71  0.06
C: -0.82 -5.89 2.08  -0.39
C: 0.54 -6.31 2.49  0.07
C: 1.67 -5.74 1.56  0.05
C: 1.48 -4.76 0.50  -0.46
O: 2.36 -4.14 -0.15  0.07
C: 0.11 -4.45 0.17  -0.02
C: -1.02 -5.01 0.86  0.04
H: 0.83 -6.80 3.41  0.10
H: 2.76 -6.31 1.86  0.17
H: -0.24 -4.07 -1.02  0.21
H: -2.06 -4.75 0.53  0.12
O: -5.62 1.73 1.24  0.07
C: -5.24 2.90 1.14  -0.40
C: -4.03 3.37 0.27  0.16
C: -3.76 4.98 0.34  0.05
C: -4.52 5.88 1.02  -0.52
O: -4.24 7.08 1.09  0.11
C: -5.78 5.49 1.58  0.08
C: -6.12 4.01 1.51  0.06
H: -3.25 2.68 -0.30  0.12
H: -2.90 5.17 -0.31  0.09
H: -6.41 6.18 2.09  0.11
H: -6.96 3.85 2.21  0.11
O: 1.33 0.56 -5.07  0.06
C: 2.55 0.61 -5.31  -0.36
C: 3.18 0.32 -6.76  0.08
C: 4.60 0.48 -6.94  0.02
C: 5.48 0.97 -5.86  -0.52
O: 6.62 1.18 -6.02  0.14
C: 4.93 1.24 -4.59  0.07
C: 3.49 1.01 -4.30  0.06
H: 2.52 -0.07 -7.59  0.11
H: 4.89 0.50 -8.02  0.12
H: 5.59 1.72 -3.77  0.15
H: 3.16 1.32 -3.39  0.06
O: 5.00 -0.78 4.46  0.02
C: 3.77 -1.16 4.31  -0.38
C: 3.39 -2.58 4.22  0.07
C: 1.96 -2.96 4.31  0.06
C: 0.85 -2.02 4.51  -0.43
O: -0.32 -2.46 4.56  0.07
C: 1.21 -0.62 4.52  0.09
C: 2.72 -0.22 4.69  0.09
H: 4.10 -3.36 4.12  0.09
H: 1.59 -3.99 4.15  0.10
H: 0.59 0.09 4.85  0.04
H: 2.88 0.91 5.13  0.17
O: -3.77 7.06 -2.75  0.12
C: -2.82 6.40 -2.96  -0.47
C: -1.40 7.05 -3.01  0.07
C: -0.32 6.18 -3.06  0.02
C: -0.33 4.70 -3.18  -0.40
O: 0.65 4.03 -3.41  0.11
C: -1.72 4.14 -3.10  0.05
C: -2.89 4.96 -3.08  0.01
H: -1.39 8.10 -2.74  0.11
H: 0.65 6.63 -3.01  0.10
H: -1.91 3.11 -3.11  0.07
H: -4.02 4.44 -3.10  0.19
O: -3.95 -2.00 2.21  0.06
C: -5.19 -2.12 2.20  -0.34
C: -6.11 -0.83 2.79  0.14
C: -7.64 -1.10 2.73  0.04
C: -8.22 -2.25 2.02  -0.47
O: -9.44 -2.28 1.91  0.10
C: -7.34 -3.14 1.37  0.08
C: -5.87 -3.11 1.49  0.05
H: -5.80 0.10 3.19  0.05
H: -8.28 -0.31 3.20  0.11
H: -7.76 -3.90 0.74  0.11
H: -5.26 -3.84 1.15  0.07
O: 9.08 -1.45 1.46  0.13
C: 8.04 -1.43 0.93  -0.45
C: 6.63 -1.22 1.62  0.12
C: 5.32 -1.21 0.80  0.07
C: 5.37 -1.53 -0.64  -0.38
O: 4.42 -1.40 -1.45  0.05
C: 6.70 -1.62 -1.31  0.02
C: 7.87 -1.77 -0.53  0.02
H: 6.62 -1.25 2.77  0.10
H: 4.45 -1.01 1.40  0.06
H: 6.91 -1.95 -2.25  0.07
H: 8.97 -1.98 -1.03  0.17
O: 2.02 -1.44 1.08  0.02
C: 1.03 -0.84 0.54  -0.36
C: -0.45 -1.19 0.99  0.12
C: -1.47 -0.53 0.13  0.04
C: -1.20 0.21 -1.12  -0.38
O: -2.19 0.68 -1.87  0.00
C: 0.17 0.50 -1.38  0.06
C: 1.33 -0.03 -0.57  0.06
H: -0.78 -1.77 1.89  0.10
H: -2.52 -0.61 0.18  0.08
H: 0.32 1.16 -2.38  0.15
H: 2.40 0.29 -0.80  0.13

***

No. 2
C48H35Cl5NO4PPdS | the ωB97M-V functional and the def2-TZVPD basis

Summary:
F_max	2.73	eV/A
HOMO level (spin up / spin down)	-11.5765 / -11.5623	eV
net charge	+2
2S+1	5
HOMO-LUMO gap (spin up / spin down)	7.13 / 2.87	eV
E_tot	-146221.0561	eV
LUMO level (spin up / spin down)	-0.16329 / -0.31928	Eh

Last column: Löwdin charge in e.
Geometry (Å):
Pd: -0.96 0.37 -0.40  0.53
Cl: 1.38 -1.08 -7.24  0.81
C: 1.08 -0.36 -5.74  -0.66
C: 0.26 -1.02 -4.79  -0.68
Cl: -0.42 -2.54 -5.17  0.77
C: 0.04 -0.43 -3.57  -0.54
Cl: -0.90 -1.21 -2.36  0.86
C: 0.56 0.86 -3.21  -0.42
O: 0.31 1.39 -2.11  -0.07
C: 1.39 1.49 -4.21  -0.57
Cl: 2.05 3.01 -3.82  0.83
C: 1.64 0.89 -5.43  -0.69
Cl: 2.66 1.66 -6.58  0.76
C: -6.51 0.27 0.49  -0.06
C: -6.21 -0.65 1.49  -0.05
C: -4.90 -1.03 1.71  -0.07
C: -3.89 -0.51 0.91  -0.37
C: -4.19 0.42 -0.09  -0.12
C: -5.50 0.82 -0.29  -0.08
P: -2.17 -1.03 1.09  1.03
C: -2.02 -2.66 0.31  -0.43
C: -0.73 -3.20 0.29  -0.15
C: -0.52 -4.46 -0.23  -0.07
C: -1.59 -5.17 -0.75  -0.06
C: -2.86 -4.62 -0.78  -0.06
C: -3.08 -3.35 -0.26  -0.07
C: -2.04 -1.38 2.87  -0.35
C: -1.91 -2.66 3.39  -0.07
C: -1.85 -2.84 4.76  -0.05
C: -1.90 -1.75 5.61  -0.05
C: -2.04 -0.47 5.10  -0.07
C: -2.11 -0.28 3.73  -0.11
H: -7.54 0.55 0.32  0.11
H: -7.00 -1.07 2.09  0.12
H: -4.66 -1.73 2.50  0.12
H: -3.38 0.83 -0.71  0.07
H: -5.74 1.55 -1.04  0.10
H: 0.09 -2.62 0.71  0.11
H: 0.47 -4.89 -0.21  0.11
H: -1.43 -6.17 -1.13  0.11
H: -3.68 -5.17 -1.20  0.11
H: -4.07 -2.91 -0.29  0.11
H: -1.88 -3.52 2.73  0.11
H: -1.78 -3.84 5.17  0.12
H: -1.83 -1.90 6.67  0.11
H: -2.10 0.37 5.77  0.11
H: -2.25 0.71 3.32  0.09
C: 4.10 2.73 10.40  -0.08
C: 3.47 1.70 9.55  -0.67
O: 3.91 0.73 9.04  0.07
S: 1.68 2.20 9.24  1.00
C: 1.36 1.60 7.62  -0.53
C: 0.70 2.49 6.76  -0.10
C: 0.53 2.17 5.44  -0.04
C: 1.01 0.95 4.94  -0.25
C: 1.57 0.02 5.83  -0.01
C: 1.75 0.35 7.16  -0.07
C: 0.96 0.73 3.56  0.05
C: 0.99 0.66 2.35  -0.11
H: 4.97 2.32 10.91  0.10
H: 3.39 3.15 11.11  0.08
H: 4.43 3.54 9.74  0.10
H: 0.36 3.44 7.15  0.10
H: 0.06 2.88 4.77  0.11
H: 1.89 -0.94 5.46  0.12
H: 2.22 -0.36 7.83  0.11
C: -5.74 5.29 0.60  -0.03
O: -4.51 4.59 0.55  -0.04
C: -3.82 4.59 -0.62  -0.17
C: -4.20 5.28 -1.76  0.02
C: -3.45 5.17 -2.92  0.00
C: -2.33 4.35 -2.96  -0.01
C: -1.92 3.68 -1.83  0.00
C: -2.61 3.82 -0.62  -0.12
N: -2.23 3.23 0.55  0.14
C: -1.08 2.49 0.83  -0.09
C: 0.24 2.85 0.37  -0.18
C: 0.58 4.09 -0.22  -0.02
C: 1.85 4.33 -0.69  -0.07
C: 2.84 3.36 -0.60  -0.07
C: 2.56 2.15 0.00  0.02
C: 1.29 1.91 0.48  -0.21
O: 1.02 0.63 1.05  -0.04
H: -6.39 5.00 -0.22  0.11
H: -5.58 6.37 0.56  0.12
H: -6.20 5.03 1.55  0.11
H: -5.08 5.90 -1.77  0.12
H: -3.76 5.73 -3.80  0.13
H: -1.78 4.23 -3.88  0.12
H: -1.04 3.05 -1.87  0.08
H: -2.91 3.32 1.29  0.16
H: -1.12 2.03 1.81  0.11
H: -0.17 4.87 -0.29  0.12
H: 2.08 5.29 -1.14  0.12
H: 3.83 3.55 -1.00  0.12
H: 3.31 1.37 0.08  0.14

***

> Number 2 is which compound?

C48H35Cl5NO4PPdS

***

> Which value of E_tot does entry 1 give?

-83025.4260 eV

***

> Among the records above, which one has the highest F_max?

C48H32O16

***

> The lowest F_max belongs to which entry?

C48H35Cl5NO4PPdS